# 1
98
Properties=species:S:1:pos:R:3:forces:R:3:lowdin_charge:R:1 method="wB97M-V/def2-TZVPD" smiles="CCCCN[C@]1(P(N)O)OS(=O)(=O)[C@H](CCOCC)C[C@@]1(CCCCl)P(C)CC.CCOCC.CCOCC" total_energy_ha=-3203.2936 e_homo_ha=-0.2980 e_lumo_ev=0.57
C -4.299 -0.339 3.192 0.1 0.2 0.1 -0.09
C -3.586 0.320 1.998 -0.3 0.0 0.0 -0.25
C -3.236 -0.655 0.869 0.0 0.0 0.1 -0.20
C -1.822 -1.241 0.951 -0.1 -0.1 0.0 -0.18
N -0.768 -0.316 1.403 0.2 -0.5 0.0 -0.01
C 0.241 0.084 0.510 -0.4 0.6 0.1 -0.53
P -0.464 1.147 -0.987 0.2 -0.1 0.2 0.94
N -1.793 1.868 -0.200 0.0 0.3 -0.5 -0.15
O -1.307 0.015 -1.823 -0.3 -0.2 0.3 -0.29
O 0.897 -1.170 -0.021 0.1 0.1 -0.1 -0.22
S 1.998 -1.097 -1.136 0.0 0.0 -0.2 0.62
O 2.854 -2.224 -0.910 0.0 0.0 0.1 -0.27
O 1.334 -0.999 -2.410 -0.1 0.0 0.0 -0.29
C 2.904 0.455 -0.887 0.1 0.0 0.0 -0.29
C 4.403 0.145 -0.705 0.0 0.1 0.0 -0.15
C 5.149 0.190 -2.026 0.0 0.0 0.0 -0.21
O 5.101 1.511 -2.545 -0.1 0.0 0.0 -0.16
C 4.643 1.597 -3.888 0.1 0.0 -0.1 -0.27
C 4.755 3.047 -4.346 -0.1 0.0 -0.2 -0.06
C 2.330 1.449 0.159 0.1 -0.2 0.2 -0.22
C 1.377 0.860 1.232 0.2 -0.3 0.0 -0.52
C 2.313 -0.032 2.092 -0.1 0.1 0.2 -0.17
C 1.796 -0.872 3.259 0.2 0.0 0.0 -0.26
C 2.920 -1.701 3.859 0.1 0.1 0.1 -0.55
Cl 4.056 -0.662 4.793 0.0 0.0 0.0 0.55
P 0.632 2.374 2.086 0.0 0.1 -0.3 1.03
C 2.149 3.158 2.782 0.0 0.0 -0.1 -0.28
C -0.274 1.820 3.623 0.0 0.1 0.1 -0.41
C 0.311 2.262 4.964 -0.1 0.0 0.0 -0.16
H -3.899 0.016 4.144 0.0 0.0 0.0 0.06
H -5.361 -0.089 3.206 0.0 -0.1 -0.1 0.06
H -4.203 -1.427 3.181 0.0 0.0 0.0 0.07
H -2.687 0.838 2.331 0.0 -0.1 -0.1 0.06
H -4.241 1.093 1.591 0.0 0.0 0.1 0.09
H -3.394 -0.201 -0.110 0.1 0.0 0.1 0.08
H -3.916 -1.511 0.926 -0.1 0.0 -0.2 0.11
H -1.840 -2.067 1.667 0.0 0.0 0.0 0.12
H -1.557 -1.693 -0.006 0.0 0.0 0.1 0.10
H -0.343 -0.714 2.226 -0.1 0.2 0.0 0.07
H -2.674 1.624 -0.643 0.0 -0.1 0.1 0.04
H -1.691 2.876 -0.208 0.0 0.0 0.1 0.03
H -0.801 -0.798 -1.962 0.2 0.2 -0.3 0.03
H 2.781 0.911 -1.869 -0.1 0.1 0.0 0.11
H 4.830 0.903 -0.047 0.0 0.0 0.0 0.12
H 4.566 -0.827 -0.239 -0.1 0.0 0.0 0.11
H 6.195 -0.087 -1.860 0.0 -0.1 -0.1 0.13
H 4.715 -0.516 -2.743 0.0 0.0 0.1 0.12
H 5.244 0.937 -4.525 0.0 0.0 0.0 0.12
H 3.607 1.240 -3.955 0.0 0.0 0.1 0.11
H 5.480 3.162 -5.151 0.1 0.0 0.1 0.07
H 5.070 3.667 -3.508 0.0 0.0 0.0 0.08
H 3.802 3.422 -4.718 0.0 0.0 0.1 0.07
H 1.872 2.291 -0.355 -0.1 -0.1 -0.1 0.08
H 3.197 1.838 0.690 0.0 0.1 0.0 0.09
H 3.061 0.650 2.503 0.1 -0.1 0.0 0.09
H 2.869 -0.713 1.441 -0.1 0.0 -0.1 0.10
H 1.397 -0.241 4.055 -0.2 -0.1 -0.1 0.09
H 1.033 -1.588 2.942 0.1 0.0 0.0 0.11
H 2.547 -2.444 4.558 0.0 0.0 0.0 0.07
H 3.522 -2.182 3.091 -0.1 -0.1 0.0 0.08
H 2.772 3.496 1.955 0.0 0.0 0.0 0.03
H 1.831 4.052 3.320 0.0 0.0 0.0 0.04
H 2.741 2.534 3.452 0.0 0.0 0.0 0.04
H -1.264 2.266 3.510 0.0 -0.1 0.0 0.06
H -0.435 0.746 3.627 0.0 0.1 -0.1 0.04
H 1.303 1.847 5.147 0.0 0.0 0.0 0.06
H -0.342 1.928 5.774 0.0 0.0 0.0 0.07
H 0.370 3.348 5.039 0.1 0.0 0.0 0.07
C -7.292 4.677 0.145 0.0 0.0 0.0 -0.08
C -6.427 3.428 0.153 0.0 0.0 0.0 -0.29
O -6.574 2.626 1.311 0.1 0.0 0.0 -0.17
C -7.872 2.113 1.558 0.0 0.0 0.0 -0.28
C -8.409 1.223 0.451 0.0 0.0 0.0 -0.08
H -7.088 5.290 1.024 0.0 0.0 0.0 0.08
H -7.078 5.266 -0.747 0.0 0.0 0.0 0.08
H -8.356 4.438 0.136 0.0 0.0 0.0 0.07
H -5.373 3.709 0.147 0.0 0.0 0.0 0.11
H -6.607 2.837 -0.753 0.0 0.0 0.0 0.11
H -8.576 2.926 1.769 0.0 0.0 0.0 0.11
H -7.768 1.537 2.478 0.0 0.0 0.0 0.11
H -8.544 1.767 -0.485 0.0 0.0 0.0 0.07
H -9.381 0.821 0.741 0.0 0.0 0.0 0.08
H -7.731 0.389 0.266 0.0 0.0 0.0 0.08
C 3.282 -3.743 -3.799 0.1 0.0 -0.2 -0.08
C 2.059 -4.617 -3.603 0.0 0.0 0.1 -0.27
O 1.698 -5.393 -4.736 0.0 0.0 0.0 -0.16
C 2.676 -6.305 -5.197 0.0 0.0 0.0 -0.29
C 3.087 -7.352 -4.175 0.0 0.0 0.0 -0.08
H 3.137 -3.068 -4.646 0.0 0.0 0.0 0.09
H 3.437 -3.148 -2.902 0.0 0.0 0.0 0.04
H 4.187 -4.324 -3.987 0.0 0.0 0.1 0.07
H 1.190 -3.988 -3.408 0.0 0.0 0.0 0.12
H 2.192 -5.259 -2.724 0.0 0.0 0.0 0.11
H 3.561 -5.772 -5.565 0.0 0.0 0.0 0.11
H 2.217 -6.792 -6.058 0.0 0.0 0.0 0.12
H 3.569 -6.906 -3.304 0.0 0.0 0.0 0.06
H 3.796 -8.047 -4.625 0.0 0.0 0.0 0.07
H 2.218 -7.915 -3.832 0.0 0.0 0.0 0.08

# 2
96
Properties=species:S:1:pos:R:3:forces:R:3:lowdin_charge:R:1 method="wB97M-V/def2-TZVPD" charge=+3 total_energy_ha=-5115.4933 e_homo_ha=-0.6078 e_lumo_ev=-9.29 de_lowest_ev=1.279
Ir 0.934 -1.647 0.041 -0.3 0.2 -0.1 1.10
C 1.590 -3.777 0.329 0.0 0.1 0.1 -0.25
C 1.549 -3.043 1.583 0.0 -0.1 0.1 -0.28
C 2.461 -1.947 1.514 0.1 -0.1 0.0 -0.32
C 3.039 -1.981 0.193 0.1 0.1 0.0 -0.29
C 2.508 -3.123 -0.523 0.0 0.2 0.0 -0.25
C 2.889 -3.503 -1.916 0.0 0.0 0.0 0.02
C 4.124 -1.104 -0.315 0.0 0.0 0.0 0.02
C 2.894 -1.119 2.675 0.0 0.0 0.0 0.01
C 0.848 -3.516 2.803 0.0 0.0 0.0 0.01
C 0.869 -5.057 0.091 0.0 0.0 0.1 0.01
H 2.569 -2.747 -2.637 0.0 0.0 0.0 0.09
H 2.451 -4.455 -2.205 0.0 0.0 0.0 0.09
H 3.973 -3.595 -1.991 0.0 0.0 0.0 0.11
H 5.082 -1.542 -0.020 0.0 0.0 0.0 0.13
H 4.074 -0.106 0.111 0.0 0.0 0.0 0.06
H 4.119 -1.035 -1.402 0.0 0.0 0.0 0.10
H 3.618 -1.680 3.271 0.0 0.0 0.0 0.12
H 2.054 -0.870 3.325 0.0 0.0 0.0 0.08
H 3.377 -0.202 2.358 0.0 -0.1 0.0 0.05
H 1.526 -4.195 3.331 0.0 0.0 0.0 0.13
H -0.056 -4.073 2.575 0.0 0.0 0.0 0.08
H 0.611 -2.701 3.480 0.0 0.0 0.0 0.07
H 0.897 -5.366 -0.950 0.0 0.0 0.0 0.09
H -0.169 -5.011 0.422 0.0 0.0 0.0 0.09
H 1.355 -5.836 0.684 0.0 0.0 0.0 0.12
O -1.200 1.366 -0.536 0.3 0.3 0.0 -0.77
S -2.520 1.829 -1.209 -0.1 -0.1 0.0 1.05
C -3.027 3.410 -0.467 0.0 0.0 0.0 -0.29
C -3.216 4.372 -1.637 0.0 0.0 0.0 -0.19
C -2.039 4.123 -2.572 0.0 0.0 0.0 -0.20
C -1.973 2.611 -2.759 0.0 0.0 0.0 -0.28
H -2.215 3.719 0.192 0.0 0.0 0.0 0.07
H -3.928 3.243 0.120 0.0 0.0 0.0 0.10
H -3.261 5.397 -1.273 0.0 0.0 0.0 0.14
H -4.161 4.168 -2.146 0.0 0.0 0.0 0.13
H -1.113 4.495 -2.129 0.0 0.0 0.0 0.11
H -2.166 4.619 -3.533 0.0 0.0 0.0 0.13
H -0.988 2.200 -2.973 0.0 0.0 0.0 0.06
H -2.678 2.257 -3.513 0.0 0.0 0.0 0.10
C -1.398 3.374 2.834 0.0 0.0 0.0 -0.17
Si -0.273 1.924 3.100 0.0 0.0 0.1 0.45
C 1.441 2.468 3.568 0.0 0.0 -0.1 -0.19
C -0.826 0.800 4.474 0.0 -0.1 0.0 -0.19
Ge -0.105 0.543 0.915 0.1 -0.3 -0.2 0.72
Si 1.780 2.207 0.105 0.0 0.1 -0.1 0.50
C 3.409 2.233 1.016 0.0 0.0 0.0 -0.18
C 0.942 3.864 0.189 0.0 0.0 0.0 -0.18
C 2.086 1.744 -1.670 0.0 -0.1 0.0 -0.21
Si -2.315 -0.660 1.668 -0.1 -0.1 -0.1 0.48
C -3.509 0.677 2.172 0.0 0.0 0.0 -0.18
C -2.111 -1.974 2.960 0.0 0.0 0.0 -0.18
C -2.949 -1.380 0.070 0.1 0.0 0.0 -0.19
H -1.425 3.911 3.788 0.0 0.0 0.0 0.07
H -2.422 3.106 2.589 0.0 0.0 0.0 0.02
H -1.008 4.069 2.092 0.0 0.0 0.0 0.02
H 1.377 2.753 4.623 0.0 0.0 0.0 0.07
H 1.794 3.339 3.019 0.0 0.0 0.0 0.02
H 2.188 1.677 3.504 0.0 0.0 0.0 0.02
H -0.757 1.416 5.377 0.0 0.0 0.0 0.07
H -0.138 -0.035 4.621 0.0 0.0 0.0 0.04
H -1.842 0.420 4.419 0.0 0.0 0.0 0.02
H 3.495 3.140 1.614 0.0 0.0 0.0 0.05
H 4.199 2.260 0.261 0.0 0.0 0.0 0.06
H 3.613 1.399 1.677 0.0 0.1 0.0 0.00
H 1.011 4.331 1.171 0.0 0.0 0.0 0.03
H -0.100 3.817 -0.119 0.0 0.0 0.0 0.00
H 1.467 4.514 -0.520 0.0 0.0 0.0 0.07
H 2.414 0.710 -1.785 0.0 0.0 0.0 0.00
H 2.898 2.395 -2.011 0.0 0.0 0.0 0.06
H 1.226 1.902 -2.315 -0.1 0.0 0.0 0.00
H -3.435 1.020 3.201 0.0 0.0 0.0 0.04
H -4.492 0.206 2.049 0.0 0.0 0.0 0.07
H -3.495 1.540 1.511 0.0 0.0 0.0 0.00
H -1.338 -1.809 3.703 0.0 0.0 0.0 0.01
H -1.951 -2.942 2.486 0.0 0.0 0.0 0.03
H -3.066 -2.027 3.494 0.0 0.0 0.0 0.07
H -3.508 -0.643 -0.506 0.0 0.0 0.0 0.02
H -3.641 -2.186 0.334 0.0 0.0 0.0 0.07
H -2.178 -1.786 -0.575 -0.1 0.0 0.0 -0.01
C -2.564 -0.993 -4.509 -0.1 0.0 0.0 -0.05
O -1.909 -0.704 -3.245 0.0 0.1 -0.2 -0.38
P -0.314 -0.669 -3.039 0.1 0.0 0.2 0.89
O -0.290 -1.788 -1.743 0.2 -0.2 0.0 -0.57
C -0.751 -3.143 -2.057 0.0 0.0 0.0 -0.07
O 0.232 -1.675 -4.163 0.0 0.1 0.0 -0.37
C 1.017 -1.169 -5.275 0.0 0.0 0.0 -0.06
H -3.590 -1.258 -4.274 0.0 0.0 0.0 0.10
H -2.077 -1.828 -5.007 0.0 0.0 0.0 0.09
H -2.547 -0.109 -5.146 0.0 0.0 0.0 0.09
H 0.031 -3.674 -2.591 0.0 0.0 0.0 0.09
H -1.649 -3.072 -2.665 0.0 0.0 0.0 0.10
H -0.987 -3.627 -1.115 0.0 0.0 0.0 0.08
H 0.416 -0.516 -5.905 0.0 0.0 0.0 0.09
H 1.326 -2.036 -5.848 0.0 0.0 0.0 0.10
H 1.892 -0.632 -4.909 0.0 0.0 0.0 0.08